No. 1
C7H8Cl2N2O3PrSY as an isolated structure in a non-equilibrium geometry, computed with ωB97M-V with the def2-TZVPD basis set.

Last column: Mulliken spin population.
Positions of all 25 atoms, in Å:
Pr  -1.47751  0.42815  -2.63421  2.032
Y  1.20632  -1.11700  1.32220  0.000
Cl  -1.46052  2.65513  -1.42604  -0.029
Cl  1.74711  -3.42362  0.80052  0.000
C  3.55578  -0.72510  1.52604  0.000
C  -3.51529  -0.25562  -1.47169  -0.011
C  -1.23664  -0.56032  -0.43606  0.002
O  4.70946  -0.58851  1.57181  0.000
O  -4.43021  -0.53791  -0.81620  0.006
O  -1.05509  -0.99546  0.69011  0.001
S  1.32367  -0.20500  -1.42695  0.001
C  1.77127  1.19454  -0.46186  0.000
N  2.75521  2.01947  -0.81335  -0.002
C  3.74938  2.54254  0.19304  0.000
C  3.13817  2.59575  1.58208  0.000
C  1.63389  2.60547  1.55717  0.000
N  1.18601  1.36804  0.80769  0.000
H  3.16546  1.82772  -1.73141  0.000
H  4.02058  3.55185  -0.14139  0.000
H  4.65407  1.91532  0.16428  0.000
H  3.49271  3.50669  2.07758  0.000
H  3.51513  1.76296  2.18266  0.000
H  1.23025  3.47331  1.02888  0.000
H  1.18890  2.54841  2.55275  0.000
H  0.15444  1.40653  0.70807  -0.001

## Properties
LUMO level (alpha / beta): -16.834 / -16.754 eV
max |F|: 9.1 eV/A
HOMO level (alpha / beta): -23.7 / -23.7 eV
spin multiplicity: 3
total charge: +4
orbital gap (alpha / beta): 6.8 / 6.9 eV


No. 2
An isolated ion of composition C7H8Cl2NO2 and charge +1 in a non-equilibrium geometry, computed with ωB97M-V with the def2-TZVPD basis set.

Last column: Löwdin charge in e.
Positions of all 20 atoms, in Å:
C  2.01555  -0.88798  -1.36760  0.018
C  0.77255  -0.51800  -1.39271  -0.213
C  -0.16807  -0.85397  -0.22915  -0.081
N  -0.46877  0.31742  0.79021  0.133
C  -1.69683  1.17745  0.60025  -0.256
O  -2.84322  0.55502  0.96485  0.064
C  -3.59545  1.30942  1.94351  -0.380
O  -4.71534  1.03930  2.19825  0.217
C  -2.70421  2.46456  2.37117  -0.650
Cl  -3.28979  3.52040  3.53208  0.846
C  -1.60952  2.50211  1.59326  -0.571
Cl  -0.32536  3.63878  1.68012  0.760
H  2.65965  -0.82705  -2.29579  0.106
H  2.23327  -1.66611  -0.52191  0.111
H  0.46664  0.01754  -2.30059  0.114
H  0.40498  -1.69574  0.27740  0.141
H  -1.07372  -1.16744  -0.76833  0.136
H  0.35284  0.88888  0.69368  0.147
H  -0.61503  -0.15611  1.74292  0.225
H  -1.68681  1.34443  -0.39345  0.134

## Properties
energy relative to the best compared isomer or geometry (same formula, charge and spin): 0.0 kcal per mole
LUMO level: -3.990 eV
max |F|: 4.3 eV/A
SMILES: C=CC[NH2+][C@H]1OC(=O)C(Cl)=C1Cl
HOMO level: -13.9 eV
spin multiplicity: 1
total charge: +1
orbital gap: 9.9 eV


No. 3
C7H8Cl4F9MgO9S3 as an isolated structure in a non-equilibrium geometry, computed with ωB97M-V with the def2-TZVPD basis set.

Last column: Löwdin charge in e.
Positions of all 41 atoms, in Å:
Mg  0.34708  0.32227  0.27820  0.300
C  1.38398  -2.45897  3.53520  -0.668
F  2.63131  -2.50386  3.06902  0.133
F  1.17693  -3.55066  4.27534  0.126
F  1.25409  -1.39253  4.32833  0.122
S  0.11814  -2.39990  2.16663  0.515
O  0.38361  -1.10535  1.50694  -0.401
O  0.43035  -3.53982  1.34431  -0.273
O  -1.14256  -2.43825  2.86927  -0.312
C  2.70519  1.81206  2.94697  -0.663
F  2.97466  0.52851  3.01327  0.170
F  2.01072  2.19821  4.01420  0.151
F  3.85044  2.49185  2.90176  0.144
S  1.70577  2.19174  1.42061  0.543
O  2.13921  1.23587  0.39838  -0.358
O  0.30543  1.77577  1.65255  -0.362
O  1.85548  3.59243  1.16424  -0.258
C  0.55091  -1.52312  -3.74900  -0.664
F  0.03427  -2.30960  -4.70144  0.122
F  1.80046  -1.92906  -3.51259  0.131
F  0.58664  -0.27504  -4.21773  0.109
S  -0.48883  -1.67064  -2.21191  0.497
O  -1.79220  -1.18249  -2.60265  -0.314
O  -0.36182  -3.06178  -1.88488  -0.271
O  0.19551  -0.75157  -1.27891  -0.417
Cl  -0.38314  2.17865  -1.31193  0.735
C  0.11114  2.96692  -2.82768  -0.563
C  1.56073  3.42146  -2.80107  -0.637
Cl  2.71162  2.08780  -2.58055  0.616
H  -0.50623  3.86293  -2.88114  0.075
H  -0.10881  2.33347  -3.68305  0.076
H  1.68358  4.15798  -2.00930  0.072
H  1.77450  3.90102  -3.75574  0.071
Cl  -3.20957  -3.06084  0.21630  0.636
C  -4.31321  -1.69058  0.27241  -0.656
C  -3.79686  -0.48901  1.03181  -0.562
Cl  -2.14354  -0.01640  0.57763  0.734
H  -5.22804  -1.96704  0.80321  0.073
H  -4.57472  -1.45339  -0.75562  0.070
H  -3.77697  -0.65381  2.10752  0.080
H  -4.45522  0.36478  0.87107  0.078

## Properties
energy relative to the best compared isomer or geometry (same formula, charge and spin): 0.0 kcal per mole
LUMO level: 2.368 eV
max |F|: 1.6 eV/A
HOMO level: -7.1 eV
spin multiplicity: 1
total charge: -1
orbital gap: 9.5 eV


No. 4
A 2-piece molecular cluster, C7H8ClFN2 overall in a non-equilibrium geometry, computed with ωB97M-V with the def2-TZVPD basis set.

Last column: Löwdin charge in e.
Positions of all 19 atoms, in Å:
C  0.94864  -1.37936  0.43914  -0.067
C  2.24112  -1.91521  0.48760  -0.130
C  0.76729  -0.26067  -0.36118  0.003
C  1.80697  0.16617  -1.16463  -0.825
C  -1.45387  0.76837  1.51015  -0.048
C  -1.63121  1.38459  -0.97758  -0.050
C  -1.36843  0.34579  0.11027  -0.306
N  3.23180  -1.43952  -0.27281  0.012
N  2.94720  -0.47128  -1.07947  -0.029
F  -2.10216  -0.87742  -0.13508  -0.031
Cl  1.72947  1.30974  -2.35976  0.763
H  0.23474  -1.96885  0.83588  0.063
H  2.45701  -2.91802  1.00462  0.130
H  -2.43721  1.17619  1.64714  0.090
H  -0.68369  1.41958  1.81788  0.080
H  -1.42724  -0.12997  2.19872  0.114
H  -2.71036  1.48796  -1.15640  0.089
H  -1.13463  0.98224  -1.92500  0.091
H  -1.41544  2.31966  -0.61949  0.049

## Properties
energy relative to the best compared isomer or geometry (same formula, charge and spin): 29.0 kcal per mole
LUMO level: 0.283 eV
max |F|: 4.7 eV/A
HOMO level: -8.6 eV
spin multiplicity: 1
orbital gap: 8.9 eV


No. 5
An isolated ion of composition C7H8ClN4O3 and charge +1 in a non-equilibrium geometry, computed with ωB97M-V with the def2-TZVPD basis set.

Last column: Löwdin charge in e.
Positions of all 23 atoms, in Å:
C  2.49234  0.55795  1.86991  -0.018
N  1.81754  -0.39670  0.98309  0.042
C  0.85510  0.01194  0.18855  -0.046
N  0.49191  0.95825  -0.58697  0.001
C  0.82901  2.38550  -0.59450  0.049
C  -0.73009  0.75780  -1.35450  -0.343
O  -1.33364  1.60666  -1.94683  0.207
N  -1.31668  -0.55729  -1.34479  0.071
C  -0.62695  -1.62935  -0.74592  -0.588
Cl  0.44104  -2.47704  -1.65187  0.905
C  -1.57764  -2.32271  0.21246  -0.460
O  -1.44984  -3.34415  0.82187  0.158
N  -2.73527  -1.64379  0.07035  0.211
C  -2.74370  -0.70543  -0.90969  -0.413
O  -3.67154  -0.08685  -1.28519  0.217
H  3.49453  0.70315  1.49001  0.096
H  2.55601  0.01711  2.86390  0.128
H  1.92133  1.46844  1.89133  0.078
H  2.15625  -1.31495  1.08411  0.142
H  1.56955  2.43761  0.14567  0.061
H  1.23241  2.74034  -1.56661  0.140
H  -0.05168  2.86024  -0.18821  0.117
H  -3.61998  -2.02673  0.55382  0.246

## Properties
energy relative to the best compared isomer or geometry (same formula, charge and spin): 60.5 kcal per mole
LUMO level (alpha / beta): -5.578 / -5.577 eV
max |F|: 6.1 eV/A
SMILES: C[NH+]=C=[N+](C)C(=O)n1c(Cl)c([O-])[nH]c1=O
HOMO level (alpha / beta): -13.4 / -13.4 eV
spin multiplicity: 1
total charge: +1
orbital gap (alpha / beta): 7.8 / 7.8 eV


No. 6
A 2-piece molecular cluster, C7H8F2OSi overall in a non-equilibrium geometry, computed with ωB97M-V with the def2-TZVPD basis set.

Last column: Löwdin charge in e.
Positions of all 19 atoms, in Å:
C  -0.99649  0.98950  2.72119  -0.066
C  -1.91813  1.38725  1.77510  -0.102
C  0.14825  0.27300  2.39229  -0.032
C  -1.68266  1.11513  0.48228  -0.088
C  0.39454  -0.05425  1.01067  -0.071
C  -0.53231  0.35244  0.04235  -0.197
C  1.53050  -2.19712  -2.15857  -0.138
O  0.51141  -1.27175  -2.46439  -0.202
F  2.03155  1.58043  -2.10707  -0.582
F  -0.95371  0.49871  -2.94870  -0.043
Si  -0.02739  0.06982  -1.78260  0.714
H  -1.12698  1.48988  3.62309  0.090
H  -2.63688  2.12556  1.99902  0.104
H  0.97121  0.10007  3.07798  0.107
H  -2.44772  1.54175  -0.19360  0.122
H  1.33186  -0.39749  0.81492  0.072
H  2.57913  -1.91283  -1.82025  0.106
H  1.66797  -2.79296  -3.13069  0.109
H  1.15587  -2.89715  -1.33305  0.100

## Properties
energy relative to the best compared isomer or geometry (same formula, charge and spin): 76.2 kcal per mole
LUMO level: -0.431 eV
max |F|: 4.3 eV/A
HOMO level: -10.1 eV
spin multiplicity: 1
orbital gap: 9.7 eV


No. 7
One molecule with the formula C7H8F3N in a non-equilibrium geometry, computed with ωB97M-V with the def2-TZVPD basis set.

Last column: Löwdin charge in e.
Positions of all 19 atoms, in Å:
C  -0.22190  -2.90734  0.05204  0.028
C  -0.29183  -1.68764  -0.46143  -0.112
C  0.29690  -0.56141  0.39181  -0.154
C  -0.64195  0.73735  0.18690  -0.310
C  -1.56771  1.02361  1.11769  0.077
N  -0.44915  1.41692  -0.98272  0.038
C  -0.26243  2.64743  -1.11215  0.038
C  1.70303  -0.24780  -0.04443  -0.666
F  2.54040  -1.27581  0.02539  0.163
F  1.81091  0.28556  -1.27737  0.129
F  2.17752  0.67967  0.75312  0.161
H  -0.79381  -3.67332  -0.45920  0.062
H  0.02755  -2.95727  1.09595  0.066
H  -0.36236  -1.32216  -1.49826  0.126
H  0.48138  -0.72226  1.41466  0.133
H  -2.25211  1.88411  1.05823  0.069
H  -1.90159  0.44573  1.91981  0.039
H  -0.08525  3.07915  -1.98300  0.038
H  -0.20757  3.15547  -0.19702  0.077

## Properties
energy relative to the best compared isomer or geometry (same formula, charge and spin): 22.6 kcal per mole
LUMO level: 0.716 eV
max |F|: 4.8 eV/A
SMILES: C=C[C@H](C(=C)N=C)C(F)(F)F
HOMO level: -9.1 eV
spin multiplicity: 1
orbital gap: 9.8 eV


Copy entry 1 word for word.
C7H8Cl2N2O3PrSY as an isolated structure in a non-equilibrium geometry, computed with ωB97M-V with the def2-TZVPD basis set.

Last column: Mulliken spin population.
Positions of all 25 atoms, in Å:
Pr  -1.47751  0.42815  -2.63421  2.032
Y  1.20632  -1.11700  1.32220  0.000
Cl  -1.46052  2.65513  -1.42604  -0.029
Cl  1.74711  -3.42362  0.80052  0.000
C  3.55578  -0.72510  1.52604  0.000
C  -3.51529  -0.25562  -1.47169  -0.011
C  -1.23664  -0.56032  -0.43606  0.002
O  4.70946  -0.58851  1.57181  0.000
O  -4.43021  -0.53791  -0.81620  0.006
O  -1.05509  -0.99546  0.69011  0.001
S  1.32367  -0.20500  -1.42695  0.001
C  1.77127  1.19454  -0.46186  0.000
N  2.75521  2.01947  -0.81335  -0.002
C  3.74938  2.54254  0.19304  0.000
C  3.13817  2.59575  1.58208  0.000
C  1.63389  2.60547  1.55717  0.000
N  1.18601  1.36804  0.80769  0.000
H  3.16546  1.82772  -1.73141  0.000
H  4.02058  3.55185  -0.14139  0.000
H  4.65407  1.91532  0.16428  0.000
H  3.49271  3.50669  2.07758  0.000
H  3.51513  1.76296  2.18266  0.000
H  1.23025  3.47331  1.02888  0.000
H  1.18890  2.54841  2.55275  0.000
H  0.15444  1.40653  0.70807  -0.001

## Properties
LUMO level (alpha / beta): -16.834 / -16.754 eV
max |F|: 9.1 eV/A
HOMO level (alpha / beta): -23.7 / -23.7 eV
spin multiplicity: 3
total charge: +4
orbital gap (alpha / beta): 6.8 / 6.9 eV